Entry 1:
Molecular formula: C51H86N4O25Pb
Method: DFT, wB97M-V/def2-TZVPD

Structure (ORCA input):
```
! RIJCOSX wB97M-V def2-TZVPD def2/J DEFGRID3
* xyz 0 1
Pb 4.2967 -0.1674 -2.0415
C 0.3987 0.8893 -0.0620
C -0.7064 0.0650 0.3080
C -0.7573 -1.3293 -0.3111
O -1.6310 -2.1462 0.0424
C 0.2708 -1.7583 -1.1631
C 1.3588 -0.9297 -1.4774
C 1.4284 0.4597 -0.8564
O 2.4578 1.1385 -1.1026
O 2.3437 -1.2710 -2.2267
O -1.6038 0.6323 0.8947
H 0.5619 1.8232 0.4480
H 0.3386 -2.7218 -1.6427
C 4.0757 -3.5200 -0.6788
O 4.4457 -2.1936 -0.4347
C 5.1121 -1.9501 0.7904
C 4.8289 -0.5027 1.2027
N 5.4345 0.4502 0.2943
C 4.9609 1.8309 0.4968
C 5.4667 2.8067 -0.5293
O 5.2046 2.2555 -1.8390
C 6.1092 2.7154 -2.8377
H 3.5998 -3.5919 -1.6576
H 3.3526 -3.9321 0.0293
H 4.9240 -4.2122 -0.7489
H 6.1999 -2.0917 0.7499
H 4.7250 -2.5662 1.6080
H 5.0959 -0.3849 2.2599
H 3.7446 -0.3625 1.1472
H 6.4515 0.5035 0.2929
H 5.0846 2.1627 1.5380
H 3.8644 1.8048 0.4606
H 6.5460 2.9430 -0.3776
H 4.9398 3.7580 -0.4673
H 6.5788 3.6465 -2.5134
H 5.5398 3.0055 -3.7210
H 6.8725 1.9640 -3.0423
C -6.4644 5.7279 0.4689
O -5.3425 4.9302 0.4367
C -5.6416 3.6228 -0.0718
C -4.4018 2.7799 -0.0018
N -4.0110 2.4140 1.3558
C -5.0128 1.5294 1.9828
C -4.4801 1.1042 3.3259
O -4.5975 2.1908 4.2278
C -4.6838 1.7695 5.5618
H -6.9259 5.9518 -0.5090
H -6.2693 6.7146 0.8912
H -7.2420 5.2683 1.0969
H -5.9162 3.8626 -1.1105
H -6.4478 3.1002 0.4545
H -3.5762 3.3722 -0.4087
H -4.5330 1.8738 -0.6220
H -3.1833 1.8047 1.3226
H -5.1682 0.6338 1.3535
H -5.9469 2.0570 2.1770
H -3.4187 0.8455 3.2333
H -5.0410 0.2478 3.7078
H -5.6705 1.2848 5.7155
H -4.7989 2.6725 6.1628
H -3.9086 1.0588 5.8398
C 2.7136 -5.3289 -6.7258
O 2.3936 -4.1839 -5.9239
C 3.5514 -3.4064 -5.7915
C 3.2968 -2.4045 -4.6641
N 4.4458 -1.5645 -4.3533
C 4.7040 -0.3919 -5.2288
C 3.5048 0.5376 -5.2818
O 3.2698 1.1267 -4.0203
C 2.6643 2.4133 -4.0605
H 3.4135 -5.9703 -6.1772
H 3.2705 -5.0262 -7.6219
H 1.7999 -5.8392 -7.0051
H 3.9699 -2.9489 -6.6984
H 4.3581 -4.0702 -5.4188
H 2.9432 -2.9756 -3.8091
H 2.4582 -1.7657 -4.9420
H 5.2334 -2.2094 -4.3138
H 4.9107 -0.7408 -6.2532
H 5.6855 -0.0500 -4.8866
H 2.6585 0.0745 -5.7891
H 3.8664 1.3010 -5.9925
H 1.5923 2.3436 -4.2503
H 3.1968 3.1079 -4.7150
H 2.7679 2.8298 -3.0569
C -3.1358 5.6743 6.6918
O -2.2743 5.4808 5.6212
C -0.9781 5.1309 6.0076
C -0.1200 4.8232 4.7973
N -0.6385 3.7429 4.0059
C -0.6698 2.4335 4.6309
C 0.7279 1.9598 5.0799
O 1.7050 2.0654 4.0637
C 1.5860 0.9981 3.1516
H -4.0040 6.2193 6.2994
H -2.6881 6.3844 7.3976
H -3.5809 4.7748 7.1278
H -1.1022 4.1792 6.5550
H -0.4824 5.8522 6.6666
H 0.8989 4.6932 5.2035
H -0.0967 5.7199 4.1713
H -0.0724 3.6038 3.1760
H -1.0839 1.6856 3.9491
H -1.3394 2.4154 5.4934
H 0.6491 0.9072 5.3898
H 0.9968 2.5719 5.9410
H 1.7634 0.0564 3.6813
H 2.3360 1.1057 2.3688
H 0.5901 1.0492 2.7083
C -1.1179 -2.8849 4.7066
C -1.7232 -2.5861 3.4999
C -3.0360 -2.9843 3.2546
C -3.7683 -3.5942 4.2487
C -3.1966 -3.7655 5.5026
C -1.8557 -3.5006 5.6943
O -1.2942 -3.6310 6.9436
O -3.6213 -2.6559 2.0967
H -0.0938 -2.5449 4.7951
H -1.2478 -2.0408 2.6930
H -4.8145 -3.7883 4.0454
H -3.8260 -4.0837 6.3268
H -1.7885 -4.2612 7.4725
H -2.9651 -2.3409 1.4503
C -2.5123 -7.8344 -1.7061
C -1.4516 -7.0050 -1.3609
C -1.7245 -5.7238 -0.8701
C -3.0308 -5.2550 -0.8608
C -4.0788 -6.0950 -1.1948
C -3.8169 -7.4218 -1.5487
O -4.8847 -8.2884 -1.7747
O -0.6527 -4.9468 -0.4745
H -2.2757 -8.8728 -1.9156
H -0.4126 -7.2925 -1.4560
H -3.1944 -4.2092 -0.6128
H -5.1199 -5.8351 -1.0496
H -5.1407 -8.7810 -0.9915
H -0.9764 -4.0380 -0.3107
C -0.5101 -3.9703 -4.1127
C -0.8475 -3.6385 -5.5730
O -0.9036 -4.9301 -6.1991
C -0.4400 -5.8812 -5.3620
O -0.2382 -6.9787 -5.6967
O -0.2027 -5.3882 -4.1449
H -1.3761 -3.9229 -3.4488
H 0.3540 -3.4203 -3.7492
H -0.0267 -3.0895 -6.0305
H -1.7994 -3.1268 -5.6675
C 1.9096 4.0299 0.8552
C 1.0926 5.3191 1.1478
O 1.8611 6.0342 2.0955
C 3.1387 5.5633 2.0564
O 4.0227 5.9682 2.6607
O 3.1973 4.5446 1.1880
H 1.8160 3.7491 -0.1859
H 1.5948 3.2395 1.5380
H 0.1002 5.1372 1.5572
H 0.9698 5.8139 0.1787
C -2.7062 1.2866 -2.5774
C -1.2730 1.1291 -3.0845
O -1.2562 2.0642 -4.2112
C -2.3970 2.7609 -4.2398
O -2.6748 3.5679 -5.0375
O -3.1650 2.4905 -3.1515
H -2.6596 1.3359 -1.4858
H -3.3562 0.4430 -2.8074
H -0.9810 0.0966 -3.2625
H -0.5099 1.6091 -2.4737
*
```

Calculated values
- Highest occupied orbital energy: -0.276 Ha
- Frontier orbital gap: 6.576 eV
- Max |F|: 4.2 eV/A
- E: -4287.588593 Eh

Entry 2:
Molecular formula: C11H20BCl2NO2Pb
Method: DFT, wB97M-V/def2-TZVPD

Structure (ORCA input):
```
! RIJCOSX wB97M-V def2-TZVPD def2/J DEFGRID3
* xyz -2 1
C -0.7608 1.8325 -0.8177
C -1.7350 1.4341 0.1123
C -2.2841 0.1777 -0.2872
C -2.1658 2.1862 1.3096
C -1.6477 -0.2177 -1.4664
C -0.7173 0.8104 -1.8281
C 0.0551 0.8136 -2.9919
C 0.0065 3.0765 -0.8331
C -3.3366 -0.5624 0.4264
C -1.9107 -1.4434 -2.2129
Pb 0.4280 -0.8108 2.2858
Cl -1.1722 -1.6178 4.0231
Cl 1.3524 1.7665 1.9831
O 0.2916 -1.7725 0.1817
H -1.5720 3.0936 1.4122
H -2.0556 1.5869 2.2318
H -3.2201 2.4849 1.1976
H -3.1350 -0.6332 1.4964
H -3.4300 -1.5657 -0.0017
H -4.2987 -0.0574 0.3030
H -1.6869 -2.3110 -1.5917
H -1.3043 -1.4633 -3.1221
H -2.9658 -1.4644 -2.4922
H 0.0123 -0.0890 -3.6074
H 1.4953 0.5558 -2.4473
H 0.1620 1.7556 -3.5224
H 0.2325 3.3785 0.1932
H -0.5748 3.8604 -1.3293
H 0.9454 2.9027 -1.3557
H 1.0351 -2.2602 -0.2131
O 2.4975 0.4703 -2.0823
H 2.4262 -0.4528 -1.7266
B 5.2951 -2.8088 2.8896
C 3.9642 -2.0909 2.5861
N 2.9383 -1.5749 2.4217
H 5.9267 -2.2070 3.6952
H 5.9390 -2.8648 1.8688
H 4.9702 -3.9180 3.3115
*
```

Calculated values
- Energy above the lowest of the compared OMol25 structures with the same formula, charge and spin: 0.0 kcal/mol
- Highest occupied orbital energy: -0.051 Ha
- Frontier orbital gap: 5.551 eV
- Max |F|: 3.7 eV/A
- E: -1774.503524 Eh

Entry 3:
Molecular formula: C10H13O3
Method: DFT, wB97M-V/def2-TZVPD

Structure (ORCA input):
```
! RIJCOSX wB97M-V def2-TZVPD def2/J DEFGRID3
* xyz -1 1
C -1.7749 0.2757 -1.5101
C -0.8593 1.3286 -2.2030
C -2.7854 1.0487 -0.6768
O -2.3337 1.4432 0.4859
O -3.8990 1.3297 -1.0768
H -2.2603 -0.3278 -2.2609
H -1.1494 -0.2877 -0.8368
H -0.3258 1.8600 -1.4267
H -1.4603 1.9947 -2.8278
H -0.1590 0.7816 -2.8465
C 3.1135 -3.1160 0.3744
C 0.3284 -0.7839 1.4992
C 1.0292 -1.9474 1.2150
C 0.7330 0.4379 0.9163
C 2.2426 -1.8828 0.5259
C 1.9269 0.5185 0.2028
C 2.6815 -0.6632 0.0483
O 0.0145 1.5159 1.1763
H -0.4696 -0.7451 2.2299
H 0.6915 -2.9307 1.5043
H -1.2194 1.4832 0.8050
H 2.3726 1.4204 -0.2075
H 3.1483 -3.7003 1.2974
H 4.1281 -2.8232 0.1315
H 3.6504 -0.6126 -0.4295
H 2.7661 -3.8101 -0.3954
*
```

Calculated values
- Energy above the lowest of the compared OMol25 structures with the same formula, charge and spin: 6.1 kcal/mol
- Highest occupied orbital energy: -0.152 Ha
- Frontier orbital gap: 7.458 eV
- Max |F|: 2.0 eV/A
- E: -614.651619 Eh

Entry 4:
Molecular formula: CFIS
Method: DFT, wB97M-V/def2-TZVPD

Structure (ORCA input):
```
! RIJCOSX wB97M-V def2-TZVPD def2/J DEFGRID3
* xyz 0 3
C -0.0713 -0.4169 0.3628
F 0.2717 -1.4308 -0.3622
S 1.8301 1.6907 -0.0646
I -2.0305 0.1570 0.0641
*
```

Calculated values
- Energy above the lowest of the compared OMol25 structures with the same formula, charge and spin: 46.8 kcal/mol
- Highest occupied orbital energy (spin up / spin down): -0.346 / -0.339 Ha
- Frontier orbital gap (spin up / spin down): 8.430 / 7.069 eV
- Max |F|: 1.4 eV/A
- E: -833.649944 Eh

Entry 5:
Molecular formula: C5H7NO
Method: DFT, wB97M-V/def2-TZVPD

Structure (ORCA input):
```
! RIJCOSX wB97M-V def2-TZVPD def2/J DEFGRID3
* xyz 0 1
C 0.0433 -0.0588 -0.3810
C 1.0870 0.6782 -0.3256
C -2.3830 -0.7352 -0.4164
C 1.0514 -0.4555 0.7251
C 1.9004 1.9583 -0.3950
N -2.4437 -1.9551 0.0007
O -3.1426 0.1159 -0.7274
H 0.8851 -0.0044 1.7676
H 1.4815 -1.4477 0.5926
H 1.4615 2.6720 0.3175
H 1.9947 2.4556 -1.3725
H 2.8996 1.7785 0.0383
H -1.6307 -2.3873 0.1316
H -3.2044 -2.6145 0.0446
*
```

Calculated values
- Energy above the lowest of the compared OMol25 structures with the same formula, charge and spin: 142.8 kcal/mol
- Highest occupied orbital energy (spin up / spin down): -0.289 / -0.280 Ha
- Frontier orbital gap (spin up / spin down): 7.822 / 7.300 eV
- Max |F|: 4.7 eV/A
- E: -324.496978 Eh

Entry 6:
Molecular formula: C8H20ClN2O3S
Method: DFT, wB97M-V/def2-TZVPD

Structure (ORCA input):
```
! RIJCOSX wB97M-V def2-TZVPD def2/J DEFGRID3
* xyz -1 1
Cl 0.3555 0.6295 -0.2163
C -0.5522 5.5399 -1.4308
C -1.7405 5.4595 -0.4375
O -2.2926 6.5028 -0.1109
N -2.2149 4.2645 -0.1534
C -3.1465 3.9403 0.9083
H -0.9357 5.1852 -2.3875
H 0.2811 4.8912 -1.1609
H -0.2167 6.5769 -1.4131
H -1.7802 3.4464 -0.5556
H -3.6302 3.0115 0.6061
H -3.9792 4.6033 1.1434
H -2.5094 3.8039 1.7821
C -0.5866 -4.3871 -0.3269
C -2.0935 -4.1884 -0.3584
O -2.8059 -5.1240 -0.5972
N -2.5673 -2.9645 -0.2411
C -3.9533 -2.4988 -0.1370
H -0.3799 -5.4005 -0.6709
H -0.0767 -4.3472 0.6356
H -0.1111 -3.7558 -1.0775
H -1.7810 -2.3367 -0.1539
H -4.1747 -1.5074 0.2581
H -4.4783 -3.1960 0.5160
H -4.5534 -2.5738 -1.0439
C 4.2161 -2.7015 0.9621
S 5.4356 -1.4310 1.6006
O 6.6500 -2.3258 1.4905
C 5.4976 -0.2646 0.2024
H 4.3395 -3.1682 -0.0152
H 3.2509 -2.1952 0.9744
H 4.1043 -3.5456 1.6426
H 4.5263 0.2115 0.0681
H 5.7317 -0.7059 -0.7664
H 6.1712 0.5515 0.4638
*
```

Calculated values
- Energy above the lowest of the compared OMol25 structures with the same formula, charge and spin: 47.0 kcal/mol
- Highest occupied orbital energy: -0.174 Ha
- Frontier orbital gap: 7.544 eV
- Max |F|: 3.5 eV/A
- E: -1510.482773 Eh

Question: Among the records above, which one has the highest max |F|?
Answer: C5H7NO

Question: Which value of max |F| does entry 2 give?
Answer: 3.7 eV/A